Entry from the OMol25 dataset: a 2-piece molecular cluster, C2H7NS2 overall (ωB97M-V/def2-TZVPD).

XYZ file:
```
12
Properties=species:S:1:pos:R:3:forces:R:3
S 2.86965 -0.17642 -0.83628 -0.05 0.05 0.18
S 2.21196 0.81291 0.85550 0.27 -0.13 -0.16
H 1.70745 -0.77500 -1.13433 -0.06 -0.09 -0.02
H 1.57795 1.78693 0.20204 -0.10 0.27 0.02
C -1.34856 0.53650 -0.77065 -0.08 -0.34 -0.49
C -1.07998 -0.59114 -0.11060 -0.30 -0.01 0.60
N -0.86375 -0.66827 1.25540 -0.41 0.00 -0.03
H -1.65351 1.44716 -0.27482 0.54 0.20 0.08
H -1.35496 0.50039 -1.85102 -0.45 0.07 0.02
H -1.17670 -1.56526 -0.57789 0.57 0.06 -0.32
H -0.50332 0.18033 1.65697 0.06 -0.06 0.13
H -0.38624 -1.48813 1.58569 0.01 -0.01 0.00
```
Positions in Å, forces in eV/Å.

## Properties
Strongest force on any atom ... 0.67 eV/Å
E_HOMO ... -8.30 eV
Gap between HOMO and LUMO ... 8.56 eV
ΔE to the lowest compared entry with this formula, charge and spin ... 80.1 kJ/mol
Electronic energy ... -931.49306 Eh
SMILES ... C=CN.SS
LUMO level ... 0.26 eV